[1]
The following is a DFT calculation (the ωB97M-V functional and the def2-TZVPD basis) of 8 unconnected molecules or ions with the total composition C3H21NO8.

```
! wB97M-V def2-TZVPD RIJCOSX def2/J DEFGRID3
* xyz 0 1
N -1.12 -3.07 0.63
C 0.32 -3.21 0.42
C 0.97 -2.53 -0.79
C 0.28 -1.54 -1.66
O -0.79 -1.10 -1.29
H -1.42 -3.80 -0.04
H -1.51 -2.16 0.46
H 0.87 -2.92 1.33
H 0.54 -4.29 0.34
H 1.48 -3.29 -1.48
H 1.94 -2.13 -0.44
H 0.67 -1.05 -2.54
O -0.32 1.61 1.82
H -1.13 1.26 2.23
H -0.45 2.57 1.78
O -0.46 2.12 -1.58
H 0.51 1.98 -1.83
H -0.30 2.30 -0.64
O 1.94 0.28 0.95
H 1.02 0.65 0.94
H 1.78 -0.57 1.39
O 2.09 1.70 -1.53
H 2.33 1.13 -0.78
H 2.47 2.57 -1.30
O -2.73 0.10 1.75
H -2.84 -0.84 1.94
H -3.18 0.22 0.89
O 2.05 3.65 0.47
H 1.35 4.20 0.83
H 1.97 2.85 1.01
O -3.12 0.94 -1.08
H -2.27 0.47 -1.07
H -2.94 1.88 -1.13
*
```

Computed properties:
energy relative to the best compared isomer or geometry (same formula, charge and spin): 0.979 eV
LUMO: 0.12 eV
HOMO level: -9.3 eV

---

[2]
The following is a DFT calculation (the ωB97M-V functional and the def2-TZVPD basis) of 7 unconnected molecules or ions with the total composition C3H23N2O6S.

```
! wB97M-V def2-TZVPD RIJCOSX def2/J DEFGRID3
* xyz 1 1
N 0.30 0.34 -0.17
C 1.44 -0.05 0.68
C 2.58 0.94 0.53
S 3.58 0.41 -0.99
C 0.92 0.07 2.17
N -0.33 0.96 2.21
H -0.41 -0.43 -0.56
H -0.35 1.13 0.32
H 0.53 0.77 -1.06
H 1.75 -1.15 0.37
H 2.26 1.92 0.37
H 3.32 0.92 1.38
H 2.73 0.87 -1.96
H 1.66 0.65 2.75
H 0.84 -0.85 2.79
H -0.14 1.83 2.68
H -1.15 0.46 2.58
H -1.04 -2.20 0.29
H -2.44 -1.77 0.63
O -1.57 -1.42 0.38
H -0.48 -4.63 -0.20
H -1.08 -4.38 1.27
O -1.13 -4.18 0.30
H -0.87 -2.39 -2.19
H -1.71 -1.07 -2.41
O -0.77 -1.43 -2.26
H -3.88 0.18 -2.33
H -2.57 0.29 -1.44
O -2.89 0.20 -2.39
H -0.65 0.54 -2.83
H 0.21 1.58 -3.79
O -0.06 1.42 -2.91
H -0.11 3.89 1.84
H 0.74 3.02 2.36
O 0.76 3.58 1.58
*
```

Computed properties:
energy relative to the best compared isomer or geometry (same formula, charge and spin): 3.432 eV
LUMO: -2.92 eV
HOMO level: -12.0 eV

---

[3]
The following is a DFT calculation (the ωB97M-V functional and the def2-TZVPD basis) of 10 unconnected molecules or ions with the total composition C3H23O11.

```
! wB97M-V def2-TZVPD RIJCOSX def2/J DEFGRID3
* xyz -1 1
O -0.10 0.16 -0.13
C -0.83 0.69 0.80
O -0.76 1.87 1.20
C -1.84 -0.19 1.50
C -3.16 -0.01 0.68
H -1.66 -1.24 1.41
H -2.07 0.26 2.46
H -3.84 -0.79 1.09
H -3.62 0.98 0.85
H -3.08 -0.23 -0.38
H 2.87 1.10 0.50
H 1.69 0.39 -0.15
O 2.67 0.34 -0.05
H 2.64 -1.49 -0.30
H 2.33 -2.44 0.75
O 2.80 -2.43 -0.08
H -0.01 0.11 3.57
H 0.03 1.52 2.82
O 0.35 0.98 3.59
H 1.63 3.04 1.77
H 0.85 2.61 0.50
O 1.74 2.85 0.84
H -2.29 2.24 -2.16
H -1.34 1.29 -2.92
O -2.24 1.38 -2.57
H -0.91 -1.03 -0.70
H -1.27 -1.69 -2.07
O -1.47 -1.77 -1.14
H -0.21 -2.82 1.02
H -0.02 -4.03 0.07
O 0.35 -3.60 0.87
H 0.47 1.81 -1.53
H 1.69 1.55 -2.54
O 0.85 2.00 -2.40
H 2.95 -0.54 -2.07
H 2.37 -1.86 -2.32
O 2.44 -1.00 -2.76
*
```

Computed properties:
LUMO: 3.13 eV
HOMO level: -6.9 eV

---

[4]
The following is a DFT calculation (the ωB97M-V functional and the def2-TZVPD basis) of 9 unconnected molecules or ions with the total composition C3H24N6O9.

```
! wB97M-V def2-TZVPD RIJCOSX def2/J DEFGRID3
* xyz 0 1
N 0.59 -12.29 -4.93
C 0.15 -11.42 -5.75
N 0.39 -10.25 -5.44
O -0.42 -11.71 -6.76
H 1.40 -12.03 -4.38
H 0.31 -13.26 -4.92
H 0.12 -9.55 -6.12
H 1.02 -10.07 -4.68
N -0.95 -16.65 -7.69
C -1.79 -16.84 -6.74
N -2.92 -17.33 -7.19
O -1.53 -16.49 -5.57
H -0.15 -16.09 -7.43
H -1.17 -17.03 -8.60
H -3.06 -17.51 -8.17
H -3.59 -17.57 -6.46
N -4.83 -16.80 -13.51
C -4.83 -17.82 -12.75
N -5.23 -18.92 -13.42
O -4.47 -17.83 -11.59
H -4.66 -15.91 -13.06
H -4.88 -16.92 -14.51
H -5.10 -19.76 -12.87
H -5.69 -18.91 -14.32
O 0.09 -14.59 -11.95
H -0.27 -14.46 -11.07
H -0.17 -13.80 -12.43
O -3.58 -12.42 -11.65
H -4.49 -12.28 -11.36
H -3.24 -11.53 -11.80
O -4.29 -13.44 -7.85
H -4.18 -14.37 -8.05
H -3.43 -13.05 -8.05
O -7.14 -14.13 -4.43
H -6.33 -14.24 -3.93
H -7.52 -15.00 -4.48
O -0.45 -9.80 -10.67
H -1.21 -9.25 -10.53
H -0.26 -10.18 -9.80
O -6.63 -10.60 -6.97
H -6.41 -9.75 -7.33
H -5.87 -11.15 -7.15
*
```

Computed properties:
energy relative to the best compared isomer or geometry (same formula, charge and spin): 3.226 eV
LUMO: 0.19 eV
HOMO level: -9.6 eV

---

[5]
The following is a DFT calculation (the ωB97M-V functional and the def2-TZVPD basis) of 9 unconnected molecules or ions with the total composition C3H25N3O8.

```
! wB97M-V def2-TZVPD RIJCOSX def2/J DEFGRID3
* xyz 1 2
C 1.63 -1.11 0.04
C 1.73 0.30 0.55
N 0.45 0.99 0.29
C -0.33 1.70 1.29
N 0.16 1.54 2.57
N -1.35 2.24 0.78
H 1.27 -1.29 -0.97
H 2.56 -1.71 -0.02
H 1.06 -1.73 0.76
H 2.50 0.90 0.04
H 2.13 0.28 1.58
H 0.32 1.08 -0.71
H 0.60 0.68 2.83
H -0.18 2.18 3.27
H -1.84 2.93 1.34
H -1.33 -0.37 -3.09
H -0.55 0.59 -2.10
O -0.56 -0.28 -2.53
H 0.80 2.44 -3.22
H -0.71 3.04 -3.29
O 0.00 2.70 -2.74
H -0.76 -3.51 -2.06
H -0.50 -2.19 -1.18
O -0.86 -3.08 -1.20
H 1.85 -4.34 0.03
H 0.37 -4.03 -0.23
O 1.09 -4.66 -0.46
H 0.62 -1.66 3.77
H -0.71 -1.80 3.04
O 0.02 -1.18 3.18
H -1.99 -2.26 1.03
H -3.28 -1.74 0.69
O -2.82 -2.07 1.49
H 1.65 2.80 0.14
H 2.26 3.99 -0.50
O 2.37 3.42 0.27
H -2.83 1.09 -1.27
H -2.08 2.33 -1.48
O -2.74 1.80 -1.92
*
```

Computed properties:
energy relative to the best compared isomer or geometry (same formula, charge and spin): 0.000 eV
⟨S²⟩: 0.7819
LUMO (spin up / spin down): -2.94 / -7.98 eV
HOMO level (spin up / spin down): -13.3 / -13.3 eV

---

[6]
The following is a DFT calculation (the ωB97M-V functional and the def2-TZVPD basis) of a molecular structure, C3H26NO10S2.

```
! wB97M-V def2-TZVPD RIJCOSX def2/J DEFGRID3
* xyz -1 1
N -0.83 -0.06 -1.29
C -1.76 -0.96 -2.01
C -1.35 -1.02 -3.47
O -0.02 -1.39 -3.72
C -3.18 -0.30 -1.88
S -3.10 1.02 -0.64
S -5.16 1.38 -0.52
H -0.20 -0.51 -0.65
H -0.45 0.64 -1.91
H -1.82 -1.92 -1.52
H -1.94 -1.84 -3.92
H -1.58 -0.11 -4.03
H -3.93 -1.04 -1.55
H -3.60 0.04 -2.83
H -5.19 1.71 0.79
H 2.74 -0.76 -1.17
H 4.16 -1.00 -0.84
O 3.56 -0.25 -0.92
H -0.69 2.56 2.54
H 0.70 3.03 2.92
O -0.23 3.24 3.04
H 0.72 4.40 0.89
H 2.19 4.45 0.68
O 1.41 5.02 0.61
H 1.78 -1.81 1.13
H 1.06 -1.99 -0.47
O 0.89 -1.89 0.77
H 0.09 -2.52 2.17
H 0.53 -2.01 3.50
O -0.01 -2.72 3.13
H -0.50 -0.19 2.89
H 0.15 -0.66 1.54
O -0.31 0.11 1.99
H 1.96 -0.05 2.80
H 3.42 -0.44 2.72
O 2.62 -0.61 3.23
H 1.72 -2.82 -1.76
H 0.63 -1.36 -3.00
O 1.56 -1.90 -1.53
H 0.65 1.38 1.22
H 1.87 1.31 0.21
O 1.42 1.87 0.86
*
```

Computed properties:
LUMO: 2.52 eV
HOMO level: -5.6 eV

---

[7]
The following is a DFT calculation (the ωB97M-V functional and the def2-TZVPD basis) of 10 unconnected molecules or ions with the total composition C3H27NO10.

```
! wB97M-V def2-TZVPD RIJCOSX def2/J DEFGRID3
* xyz 0 1
N 0.36 0.95 3.28
C 0.72 -0.04 2.26
C 2.14 -0.32 1.95
C 2.34 -1.40 0.88
O 3.34 -1.02 0.03
H 1.20 1.12 3.78
H -0.24 0.52 4.05
H 0.25 -1.03 2.49
H 0.15 0.42 1.43
H 2.61 -0.58 2.82
H 2.71 0.53 1.54
H 1.35 -1.50 0.28
H 2.62 -2.44 1.43
H 3.17 -0.37 -0.57
O -1.26 -2.04 1.06
H -1.42 -2.78 1.75
H -1.83 -1.28 1.29
O -1.20 3.63 -2.25
H -1.82 3.12 -2.49
H -0.39 3.29 -2.22
O -3.28 1.06 -0.70
H -3.10 1.52 -1.54
H -4.08 0.66 -0.72
O -2.86 0.50 2.13
H -3.42 0.79 1.38
H -2.03 0.93 1.87
O -0.52 -3.49 -1.37
H -1.10 -3.15 -0.70
H -1.04 -3.75 -2.03
O 2.02 -0.14 -3.31
H 2.07 0.36 -2.45
H 2.21 -1.11 -2.92
O 0.41 0.33 -1.63
H -0.34 0.76 -1.25
H 0.16 -0.49 -2.12
O -1.44 -0.35 -3.15
H -1.58 -1.30 -2.90
H -0.72 -0.19 -3.71
O 1.25 3.14 0.58
H 0.50 2.51 0.93
H 2.05 2.66 0.79
*
```

Computed properties:
energy relative to the best compared isomer or geometry (same formula, charge and spin): 3.683 eV
LUMO: -0.09 eV
HOMO level: -9.7 eV

---

[8]
The following is a DFT calculation (the ωB97M-V functional and the def2-TZVPD basis) of 11 unconnected molecules or ions with the total composition C3H27NO11S.

```
! wB97M-V def2-TZVPD RIJCOSX def2/J DEFGRID3
* xyz 0 1
N -0.53 -0.80 0.11
C 0.04 -2.00 -0.50
C 0.65 -1.76 -1.89
O 0.12 -1.02 -2.69
C -1.06 -3.05 -0.61
S -0.49 -4.55 -1.49
H -1.23 -0.36 -0.46
H 0.23 -0.16 0.29
H 0.83 -2.36 0.18
H 1.58 -2.29 -2.15
H -1.35 -3.39 0.39
H -1.96 -2.66 -1.11
H -1.16 -4.40 -2.63
O -0.04 2.29 -2.56
H -0.08 3.00 -3.21
H -0.25 1.47 -3.02
O 0.62 -0.66 4.23
H -0.27 -0.49 3.84
H 0.53 -1.53 4.64
O -1.46 2.23 1.90
H -1.86 2.15 1.00
H -0.49 2.35 1.75
O 2.60 0.47 2.39
H 2.02 0.04 3.06
H 2.63 -0.08 1.59
O 2.22 1.98 -1.05
H 1.89 2.26 -0.15
H 1.46 2.14 -1.65
O -1.75 -0.22 3.06
H -1.60 -0.65 2.19
H -1.74 0.73 2.74
O -2.12 2.09 -0.78
H -2.56 1.42 -1.33
H -1.31 2.33 -1.27
O -2.35 0.06 -2.54
H -3.04 -0.57 -2.79
H -1.49 -0.41 -2.65
O 2.50 -0.65 -0.52
H 3.41 -0.88 -0.74
H 2.40 0.32 -0.75
O 1.24 2.51 1.44
H 1.78 1.76 1.86
H 1.47 3.32 1.90
*
```

Computed properties:
energy relative to the best compared isomer or geometry (same formula, charge and spin): 1.131 eV
LUMO: 0.10 eV
HOMO level: -9.6 eV

---

no.,energy (eV)
1,-21321.3512
2,-29577.3936
3,-26010.4942
4,-30869.3142
5,-24358.2232
6,-47171.1446
7,-25510.6144
8,-38399.1695